DFT (ωB97M-V with the def2-TZVPD basis set) results for 5 unconnected molecules or ions with the total composition C25H49F13NO6S5 at a distorted geometry.

Cartesian coordinates (Å):
F 2.65802 -0.14935 -1.86235
H 1.20066 1.60325 4.65775
C -6.48852 1.31618 -1.83350
H 6.04386 0.12455 -1.11760
H 8.47233 -2.43365 0.30870
C 2.03847 3.60834 5.81799
F -2.41187 1.38242 -0.49848
H -4.00166 -3.56664 -1.11167
H -0.64913 -2.17655 3.50634
H 1.93814 2.68070 6.36085
F 1.61824 -0.49062 0.04203
H 1.02079 4.99087 3.66910
C 0.54792 -0.46968 3.13895
H 5.41446 3.52541 2.07416
H 4.56920 2.63977 0.84294
H 7.99067 -2.27956 -1.39760
S -2.86508 -5.36518 -0.07009
S -7.93153 0.94187 -2.83018
F 2.81365 1.97824 -0.56912
C 0.55375 2.22975 0.10651
H -3.31619 -3.42454 -5.34258
C 7.83243 -1.89821 -0.38886
H -1.49655 -0.90578 2.61697
H 7.21367 -0.05134 -2.46397
H -0.27886 -1.94550 1.81672
H 1.49027 -1.00295 3.03877
H -1.87947 -7.50598 -0.30287
H 5.02902 0.43799 3.72631
H -2.75756 -4.25157 -2.18356
H 3.02824 0.30818 3.05281
H -5.89109 2.05607 -2.35976
C 2.27924 3.38469 4.31305
O -5.53981 -5.04996 -4.71872
C 4.43728 3.15425 1.78212
H -0.25377 1.52526 0.25167
C -8.66137 -0.20711 -1.65566
O -8.79617 2.14673 -2.84994
H 0.41412 -0.24476 4.19574
C -5.97356 -2.57197 -5.54410
H 2.48216 4.86329 2.69488
H 3.80465 4.02781 1.69048
H -1.55397 -6.48743 -1.72602
O -4.00596 -5.80725 0.76938
H 5.52915 0.93539 2.13500
H 6.06887 1.88201 3.48381
H -4.31729 -5.09983 -1.96191
H -8.83225 0.30215 -0.70747
C 1.53039 0.14786 -1.14877
H 2.78521 4.26039 6.24523
F -1.09521 1.82757 -2.24347
C 3.99400 2.17808 2.87802
H 0.10301 3.08784 -0.38213
C 1.13064 2.73290 1.42104
F 0.37928 0.07048 -3.24373
H -7.99542 -1.05929 -1.51830
C -2.31117 -6.79663 -1.00540
H 0.34790 3.35327 1.84370
H -3.65839 -3.16323 -7.08209
F -0.99597 -0.52570 -0.02966
F -3.49329 -0.15134 -1.67329
C 0.38881 -0.47894 -2.01381
H 1.95845 3.40108 1.25473
H -5.90341 0.40866 -1.69423
C 2.08076 4.77137 3.69666
H -3.16143 -7.25051 -1.51409
H 7.10965 1.48076 -1.56486
H -6.80136 1.71731 -0.86907
F -2.21121 0.27643 -3.44430
H 3.13945 0.88113 1.43487
H 1.08259 4.12459 5.89651
C 1.45358 1.68428 2.50455
C 2.88870 1.19118 2.44163
C 5.23598 1.30429 3.11514
S 8.28777 -0.16062 -0.32814
F 0.75843 -1.78337 -2.15375
O 0.47570 0.67019 2.31848
H -3.23178 -4.78605 -6.48972
O 7.89085 0.34273 1.01057
S -2.26835 0.81971 -1.97305
F -3.28770 1.92857 -2.43861
H -7.03254 -2.58031 -5.29633
O 4.21739 2.42414 5.19507
N 3.67259 2.89339 4.14323
C 1.52690 1.68139 -0.93995
C -1.04827 -0.53479 -1.39086
C -0.55651 -1.42870 2.72621
C 1.23433 2.34827 3.87132
H -5.80804 -1.92108 -6.40253
F 1.34647 2.27894 -2.14764
H 6.78905 -2.01252 -0.09464
H -5.39701 -2.22455 -4.68593
C -3.55459 -4.48872 -1.47829
F -1.62240 -1.70616 -1.77213
H 2.57053 5.52034 4.30462
C 7.03243 0.39849 -1.48787
H 0.26669 2.83712 3.88732
S -5.47749 -4.24462 -5.96578
H -9.60910 -0.54725 -2.06661
C -3.74445 -3.85810 -6.24688

- F_max: 1.58 eV/A
- Multiplicity: 2
- Energy: -129991.174 eV
- Gap between HOMO and LUMO (alpha / beta): 7.9 / 8.8 eV
- LUMO energy (alpha / beta): -0.155 / -0.155 eV
- HOMO level (alpha / beta): -0.29662 / -0.32737 Eh
- Expectation value of S²: 0.754